(1)
DFT (ωB97M-V/def2-TZVPD) results for a molecular structure, C13H29Br2F3N2O2PSSi2 in a non-equilibrium geometry.

Strongest force on any atom, eV/Å: 2.25
HOMO-LUMO gap, eV: 4.157
Lowest unoccupied orbital energy, eV: -6.18
Total energy, Eh: -7538.68912
Charge: +1

```
55
Properties=species:S:1:pos:R:3:forces:R:3
N 0.126 -1.492 3.138 -0.5 0.1 -0.6
Si -0.195 0.204 3.309 0.5 0.1 -0.2
C 1.430 1.092 3.012 0.0 0.0 0.0
C 1.735 2.286 3.939 -0.1 -0.2 0.1
C 1.055 3.627 3.638 0.2 0.1 0.0
F 1.819 4.612 4.202 0.0 -0.2 0.1
Br -0.700 3.724 4.448 -0.1 0.0 0.0
C 0.945 3.989 2.134 0.0 0.3 0.1
F -0.026 3.293 1.535 -0.2 -0.3 -0.1
F 2.101 3.656 1.529 0.2 0.0 0.0
Br 0.624 5.864 1.824 0.0 0.0 0.0
O -1.258 0.740 2.111 -0.2 -0.1 0.7
Si -2.862 0.390 2.104 0.0 0.2 -0.3
P -3.998 1.340 3.824 0.2 -0.6 0.6
S -3.733 0.370 5.503 0.1 0.0 -0.2
H -0.683 -2.087 3.300 0.2 0.0 0.2
H 0.445 -1.713 2.197 0.2 -0.1 0.2
H -0.739 0.436 4.649 -0.1 0.0 0.0
H 2.200 0.330 3.199 -0.1 0.2 0.0
H 1.520 1.365 1.956 0.0 0.0 0.1
H 2.810 2.507 3.973 -0.2 -0.1 -0.2
H 1.426 2.006 4.953 0.2 0.2 -0.1
H -3.414 0.837 0.804 0.0 0.0 0.0
H -3.062 -1.063 2.274 -0.1 0.0 0.0
H -5.329 1.331 3.373 0.0 0.3 -0.2
H -3.647 2.698 3.879 -0.2 0.1 -0.3
C -0.911 0.372 -2.989 -0.1 -0.3 -0.1
C 0.125 -0.275 -2.044 -1.0 0.8 -0.3
C 1.581 -0.055 -2.520 0.3 -0.3 0.0
C 2.010 -0.885 -3.719 -0.2 0.0 -0.1
C 1.773 -2.367 -3.470 0.3 0.2 0.2
C 0.306 -2.710 -3.147 -0.8 -0.3 -0.6
N -0.021 -1.785 -1.971 2.2 -0.1 0.5
O 0.138 -2.263 -0.894 -1.0 0.0 -0.2
C -0.586 -2.489 -4.372 -0.1 0.2 0.1
C 0.145 -4.148 -2.685 0.2 0.0 0.3
C -0.074 0.311 -0.661 0.3 -0.2 0.3
H -1.340 -0.303 -3.718 0.0 0.0 0.0
H -1.740 0.767 -2.406 0.0 0.0 0.0
H -0.451 1.197 -3.529 0.0 0.0 0.0
H 2.243 -0.276 -1.677 0.0 0.0 0.0
H 1.666 1.012 -2.721 0.0 0.0 0.0
H 1.499 -0.554 -4.625 0.0 0.0 0.0
H 3.074 -0.721 -3.893 0.0 0.0 0.0
H 2.031 -2.966 -4.343 0.0 0.0 0.0
H 2.405 -2.707 -2.644 0.0 0.0 0.0
H -1.644 -2.559 -4.117 0.0 0.0 0.0
H -0.361 -3.284 -5.080 0.0 0.0 0.0
H -0.408 -1.548 -4.881 0.0 0.0 0.0
H 0.833 -4.414 -1.885 0.0 0.0 0.0
H 0.353 -4.790 -3.538 0.0 0.0 0.0
H -0.873 -4.345 -2.347 0.0 0.0 0.0
H -1.032 0.036 -0.226 0.0 0.0 -0.1
H -0.042 1.397 -0.736 0.0 0.0 -0.1
H 0.710 0.008 0.033 0.0 0.0 0.0
```
Forces are in eV/Å.

(2)
DFT (ωB97M-V/def2-TZVPD) results for 2 unconnected molecules or ions with the total composition C13H29Br2NO2 in a non-equilibrium geometry.

Strongest force on any atom, eV/Å: 3.06
HOMO-LUMO gap, eV: 5.640
Lowest unoccupied orbital energy, eV: -0.47
Total energy, Eh: -5865.84345

```
47
Properties=species:S:1:pos:R:3:forces:R:3
C -0.268 2.238 3.266 -0.5 -0.6 -0.6
C -0.581 0.770 2.781 0.8 0.4 1.2
C 0.712 0.020 2.257 -1.6 0.4 -0.6
C 0.651 0.024 0.674 -0.4 -2.0 2.3
N 1.179 1.325 0.171 1.0 -0.1 0.4
C 0.162 2.191 -0.491 -1.0 0.5 -0.5
C -0.754 1.508 -1.559 -0.3 0.1 -1.4
C -0.929 2.552 -2.723 -0.1 0.4 1.3
O -2.067 1.217 -1.130 0.5 0.7 0.5
C 2.492 1.237 -0.569 0.3 1.0 -1.0
Br 3.887 0.342 0.519 -1.0 0.4 -0.4
C 2.378 0.706 -2.022 0.8 -1.6 -0.5
C 2.096 -0.818 -2.176 -0.5 0.1 1.0
Br 4.178 1.017 -2.849 -0.7 0.2 0.2
H 0.310 2.240 4.211 -0.4 0.0 -0.5
H 0.336 2.778 2.500 -0.3 -0.1 0.5
H -1.230 2.783 3.389 0.8 -0.2 0.1
H -1.402 0.760 2.038 0.6 -0.1 0.3
H -0.974 0.221 3.667 0.2 0.3 -0.6
H 0.655 -1.017 2.635 0.2 0.4 -0.6
H 1.647 0.481 2.643 -0.5 -0.2 -0.2
H -0.417 -0.179 0.429 0.7 -0.1 -0.3
H 1.232 -0.863 0.366 -0.1 0.9 -0.5
H 1.450 1.840 1.019 -0.1 -0.2 -0.1
H 0.681 3.060 -0.946 -0.1 -0.6 0.3
H -0.491 2.603 0.311 0.4 -0.4 -0.5
H -0.327 0.571 -1.983 0.1 0.5 0.5
H -1.744 2.275 -3.411 0.6 -0.1 0.2
H -1.246 3.496 -2.212 0.1 -0.5 -0.5
H 0.035 2.785 -3.217 -0.6 -0.3 0.0
H -2.060 0.651 -0.341 -0.1 -0.7 -0.3
H 2.839 2.292 -0.637 -0.1 -0.8 0.1
H 1.680 1.260 -2.674 0.4 0.1 0.7
H 2.784 -1.404 -1.528 -0.3 0.4 -0.5
H 2.175 -1.185 -3.214 0.0 0.5 0.5
H 1.069 -1.027 -1.786 0.6 0.0 -0.5
C -1.116 -3.741 1.267 -0.3 -0.6 0.3
C -2.153 -2.970 0.424 1.3 -0.4 -0.7
C -2.338 -3.705 -0.918 -0.4 -0.6 0.1
O -1.678 -1.724 0.178 0.0 1.6 0.3
H -0.144 -3.797 0.765 -0.1 0.2 -0.1
H -0.970 -3.266 2.242 -0.1 0.1 -0.1
H -1.448 -4.773 1.453 0.1 0.0 0.1
H -3.120 -3.076 0.963 -0.1 0.4 0.1
H -1.403 -3.759 -1.485 0.1 0.2 0.2
H -3.084 -3.204 -1.541 0.1 0.1 0.1
H -2.684 -4.736 -0.757 0.0 0.0 -0.1
```
Forces are in eV/Å.

(3)
DFT (ωB97M-V/def2-TZVPD) results for a molecular structure, C13H29CeN5O7 in a non-equilibrium geometry.

Multiplicity: 2
Strongest force on any atom, eV/Å: 13.10
HOMO-LUMO gap (spin up / spin down), eV: 5.076 / 6.023
⟨S²⟩: 0.755
Relative energy (zero: lowest compared OMol25 entry of this formula, charge and spin), kcal per mole: 192.8
Lowest unoccupied orbital energy (spin up / spin down), eV: -5.12 / -5.13
Total energy, Eh: -1787.57580
Charge: +1

```
55
Properties=species:S:1:pos:R:3:forces:R:3
O -0.041 0.372 -5.178 1.5 -0.6 -0.5
H -0.595 -0.054 -5.840 0.1 0.1 0.0
Ce 0.000 0.000 0.000 2.0 -1.0 -2.4
N 0.301 1.524 1.178 2.4 9.6 5.8
N 1.380 0.902 -1.045 10.4 5.4 -5.8
N -1.005 -1.064 1.320 -3.9 -1.0 6.6
N -0.153 -1.653 -1.050 0.3 -5.0 -6.2
O -0.407 1.882 2.332 1.2 -1.3 -2.0
O -1.472 -0.696 2.598 -0.3 -1.4 -0.2
O 0.399 -1.961 -2.309 -0.5 0.0 0.4
O 2.166 0.330 -2.054 -3.1 1.6 2.9
C 1.927 2.061 -0.418 0.9 -2.3 -4.7
C 1.346 2.400 0.758 -3.3 -0.2 4.0
C -1.249 -2.269 0.952 0.0 -4.8 -2.8
C -0.689 -2.633 -0.420 -2.4 -2.6 3.6
C 1.697 3.582 1.656 0.0 -0.7 -0.6
H 1.960 3.223 2.651 -0.2 -0.1 0.1
H 0.838 4.246 1.751 -0.2 -0.2 0.1
H 2.535 4.171 1.290 0.0 -0.2 -0.2
C 3.073 2.784 -1.120 -0.5 -0.5 0.6
H 2.782 3.029 -2.142 0.0 -0.3 0.0
H 3.948 2.134 -1.166 -0.1 -0.1 -0.1
H 3.370 3.708 -0.632 -0.2 -0.1 0.2
C -1.992 -3.332 1.768 0.1 0.7 -0.2
C -0.821 -4.074 -0.925 0.4 0.6 0.1
H -2.669 -2.889 2.499 0.2 0.2 -0.1
H -1.287 -3.959 2.313 0.1 0.0 0.0
H -2.607 -3.974 1.138 0.2 0.1 -0.2
H -0.065 -4.318 -1.671 0.0 0.3 0.0
H -1.797 -4.232 -1.384 -0.1 0.1 0.0
H -0.695 -4.801 -0.123 -0.1 0.2 0.1
H -1.172 0.220 2.688 0.2 1.2 0.1
H 0.562 -1.076 -2.689 0.6 -0.2 -0.2
C -0.839 0.756 -4.123 -2.2 1.1 -0.9
H -0.412 1.529 -3.499 0.7 -0.3 0.4
H -1.327 -0.071 -3.628 0.3 -0.5 0.8
H -1.681 1.282 -4.574 -0.5 0.3 0.3
O -2.059 1.115 -0.144 0.2 -0.3 0.1
H -1.957 0.179 0.214 -2.7 1.6 0.2
H -1.293 1.626 0.254 -2.3 0.8 0.3
C 3.774 -1.505 3.867 1.0 -0.6 0.3
N 2.775 -1.020 2.920 0.5 -0.9 -1.6
C 1.808 -0.066 3.400 -0.5 0.6 0.2
C 2.759 -1.464 1.610 0.8 -0.3 1.6
C 3.787 -2.446 1.093 0.8 -0.4 0.5
O 1.912 -1.127 0.771 -0.3 0.6 0.7
H 3.656 -1.061 4.878 -0.2 -0.1 -0.9
H 4.795 -1.240 3.516 -0.6 -0.3 0.3
H 3.681 -2.606 3.986 0.2 0.7 0.0
H 1.942 0.877 2.856 -0.4 -0.3 0.2
H 0.805 -0.490 3.287 0.1 0.4 -0.1
H 1.936 0.175 4.476 0.2 -0.4 -0.7
H 3.266 -3.361 0.740 0.2 0.7 0.1
H 4.331 -1.991 0.239 -0.5 -0.2 0.4
H 4.543 -2.766 1.834 -0.5 0.2 -0.4
```
Forces are in eV/Å.

(4)
DFT (ωB97M-V/def2-TZVPD) results for a molecular structure, C13H29Cl2LaN2OP2Se in a non-equilibrium geometry.

Strongest force on any atom, eV/Å: 13.32
HOMO-LUMO gap, eV: 6.129
Lowest unoccupied orbital energy, eV: -7.23
Total energy, Eh: -4732.92224
Charge: +2

```
51
Properties=species:S:1:pos:R:3:forces:R:3
C -2.696 6.014 -0.574 0.0 -0.2 0.0
C -2.093 4.675 -0.885 0.1 0.3 -0.1
H -3.693 5.874 -0.155 0.1 0.0 -0.1
H -2.742 6.611 -1.490 0.0 -0.1 0.1
H -2.051 6.546 0.132 -0.1 -0.1 -0.1
O -2.566 3.597 -0.724 0.4 0.2 0.0
Cl -0.414 4.853 -1.595 -0.6 -0.2 0.2
La 0.000 0.000 0.000 -3.7 -4.0 1.8
P -0.623 -0.304 -2.212 -3.4 -1.6 -12.8
C -1.784 -1.670 -2.590 -0.1 -0.2 -0.2
C -1.433 1.161 -2.955 0.0 0.1 0.0
H -1.633 1.004 -4.021 0.0 0.0 0.2
H 0.456 -0.669 -4.381 0.0 0.0 0.2
H -0.769 2.019 -2.820 -0.2 0.0 -0.1
H 1.509 0.193 -3.212 0.0 -0.1 -0.2
H -2.713 -1.520 -2.034 0.0 -0.1 -0.1
H -2.371 1.359 -2.430 0.0 0.1 -0.1
C 0.787 -0.619 -3.338 0.2 0.0 0.0
H -2.004 -1.713 -3.662 0.0 0.1 0.1
H 1.267 -1.560 -3.059 0.0 0.0 -0.1
H -1.344 -2.619 -2.271 -0.2 0.2 0.0
P 0.782 0.529 2.117 4.7 3.1 12.1
C 0.203 -0.495 3.521 0.0 -0.1 0.3
C 2.607 0.463 2.266 0.2 0.0 -0.1
H 0.752 2.923 1.876 0.0 0.0 0.2
H 0.840 2.472 3.609 -0.1 0.0 -0.1
H -0.703 2.347 2.714 0.1 0.1 0.1
C 0.382 2.238 2.642 0.0 0.2 -0.1
H 3.033 1.100 1.486 0.1 0.0 0.2
H 2.936 0.806 3.253 0.0 -0.1 -0.1
H 0.639 -0.152 4.465 -0.1 0.0 -0.1
H 0.484 -1.538 3.349 -0.2 0.2 0.0
H 2.945 -0.564 2.102 0.1 0.1 0.0
H -0.888 -0.441 3.583 0.1 0.0 0.1
Cl 1.329 1.821 -0.782 2.1 2.3 -1.1
C 0.498 -4.693 -1.918 -0.5 0.0 -0.4
N 1.301 -4.616 -0.703 0.2 0.3 0.9
C 2.445 -5.296 -0.493 1.9 -0.9 1.0
C 2.891 -5.013 0.776 1.2 -1.5 -1.5
N 2.023 -4.160 1.354 -0.4 -0.1 -0.9
C 2.128 -3.670 2.721 -0.2 0.1 0.7
C 1.062 -3.912 0.432 0.7 -0.7 -0.2
Se -0.405 -2.965 0.731 -2.1 1.8 0.3
H 0.939 -5.421 -2.631 -0.1 0.4 0.7
H 0.492 -3.707 -2.410 -0.1 -0.4 0.2
H -0.533 -5.023 -1.670 0.6 0.3 -0.2
H 2.911 -5.966 -1.204 -0.3 0.2 0.0
H 3.775 -5.421 1.250 -0.3 0.2 0.1
H 1.217 -3.945 3.294 0.5 0.3 -0.4
H 3.012 -4.111 3.230 -0.6 0.1 -0.6
H 2.262 -2.579 2.707 -0.1 -0.4 0.1
```
Forces are in eV/Å.